## 1
Formula: C36H40ClF5N8O2PPbS2
Source: the Open Molecules 2025 dataset
Level of theory: ωB97M-V/def2-TZVPD

The geometry in ORCA input format:
```
! wB97M-V def2-TZVPD RIJCOSX def2/J DEFGRID3
* xyz 3 1
Pb -0.8132 -0.1373 -2.5515
Cl 1.1288 -1.3450 1.8356
C 1.9358 -1.2943 3.3732
C 1.5744 -2.2148 4.3352
C 2.2547 -2.2473 5.5462
C 3.2960 -1.3696 5.7929
C 3.6454 -0.4325 4.8350
C 2.9645 -0.3699 3.6144
P 3.5106 0.8614 2.4478
C 4.3838 0.1779 1.0637
C 4.9253 1.0380 0.0996
C 5.6079 0.5114 -0.9823
C 5.7635 -0.8654 -1.0993
C 5.2366 -1.7191 -0.1400
C 4.5420 -1.2027 0.9420
C 4.4810 2.0803 3.2777
C 5.8493 2.2100 3.0261
C 6.5911 3.1290 3.7519
C 5.9749 3.9042 4.7234
C 4.6145 3.7665 4.9856
C 3.8647 2.8549 4.2695
H 0.7703 -2.9084 4.1345
H 1.9685 -2.9727 6.2960
H 3.8316 -1.4054 6.7310
H 4.4477 0.2629 5.0391
H 4.8370 2.1131 0.2052
H 6.0395 1.1726 -1.7215
H 6.3183 -1.2719 -1.9346
H 5.3850 -2.7871 -0.2237
H 4.1483 -1.8684 1.6989
H 6.3375 1.5914 2.2853
H 7.6503 3.2344 3.5623
H 6.5585 4.6192 5.2879
H 4.1451 4.3703 5.7498
H 2.8063 2.7463 4.4739
C -4.1626 4.2254 -4.5266
C -3.7274 3.8197 -3.1720
N -4.1061 4.3418 -2.0523
N -3.4440 3.6371 -1.0923
C -2.6556 2.6887 -1.5798
S -1.6663 1.6385 -0.6646
N -2.8218 2.7935 -2.9182
N -2.1864 1.9663 -3.8428
H -4.8967 5.0208 -4.4289
H -4.6198 3.3899 -5.0587
H -3.3232 4.5993 -5.1149
H -3.5814 3.8648 -0.1188
H -1.6726 2.5404 -4.5064
H -2.9055 1.4243 -4.3226
C -7.3622 -0.4685 -0.6840
C -7.0003 -1.9496 -0.6962
C -6.0753 -2.3138 0.4607
C -6.4328 -2.3852 -2.0468
N -5.1892 -1.6702 -2.3915
C -3.9379 -1.8730 -1.9902
N -3.1839 -0.9356 -2.5263
N -4.0138 -0.1583 -3.2601
N -5.2092 -0.5930 -3.1815
H -7.8604 -0.2111 0.2497
H -8.0316 -0.2080 -1.5042
H -6.4693 0.1590 -0.7606
H -7.9195 -2.5330 -0.5943
H -5.1719 -1.6948 0.4635
H -5.7837 -3.3667 0.4344
H -6.5754 -2.1378 1.4120
H -7.1214 -2.1669 -2.8603
H -6.1998 -3.4494 -2.0617
H -3.6205 -2.6703 -1.3414
F 1.6302 4.8317 -2.4451
C 1.7837 4.0456 -1.3946
C 2.0871 4.5769 -0.1491
F 2.2405 5.8780 -0.0041
C 2.2085 3.7381 0.9481
F 2.4647 4.2727 2.1313
C 2.0493 2.3593 0.8313
O 2.1258 1.5432 1.9369
C 1.7362 1.8504 -0.4183
F 1.4973 0.5425 -0.6239
C 1.6068 2.6821 -1.5137
F 1.2336 2.1445 -2.6886
C -2.0018 -3.9579 0.5492
C -1.3509 -4.4484 -0.7362
S 0.1950 -3.5826 -1.0266
O -0.2049 -2.2152 -1.5991
C 0.8290 -4.5124 -2.4319
C -0.0992 -4.6021 -3.6300
H -2.9710 -4.4371 0.6835
H -2.1429 -2.8742 0.5505
H -1.3872 -4.2063 1.4133
H -1.9689 -4.2946 -1.6222
H -1.0982 -5.5095 -0.6770
H 1.0900 -5.4919 -2.0231
H 1.7645 -4.0050 -2.6731
H -0.9238 -5.2920 -3.4595
H 0.4608 -4.9693 -4.4884
H -0.5018 -3.6228 -3.8926
*
```

Kohn-Sham gap in eV: 8.55
LUMO level in eV: -7.4

---

## 2
Formula: C36H40ClF5N8O2PPbS2
Source: the Open Molecules 2025 dataset
Level of theory: ωB97M-V/def2-TZVPD

The geometry in ORCA input format:
```
! wB97M-V def2-TZVPD RIJCOSX def2/J DEFGRID3
* xyz 3 1
Pb 0.3329 -0.1113 0.8583
Cl 0.9242 2.5634 1.9401
C -0.0176 3.7936 1.0961
C -0.0464 5.0522 1.6641
C -0.7819 6.0482 1.0396
C -1.4801 5.7768 -0.1292
C -1.4425 4.5059 -0.6788
C -0.7004 3.4870 -0.0779
P -0.6533 1.8486 -0.8655
C 0.4205 2.0219 -2.3129
C 0.5951 0.8957 -3.1254
C 1.3444 0.9919 -4.2878
C 1.9377 2.2021 -4.6333
C 1.7999 3.3092 -3.8066
C 1.0420 3.2232 -2.6433
C -2.3385 1.6026 -1.4689
C -2.6835 1.6649 -2.8153
C -4.0178 1.5340 -3.1873
C -4.9968 1.3471 -2.2234
C -4.6512 1.2754 -0.8772
C -3.3240 1.3919 -0.4996
H 0.4941 5.2550 2.5801
H -0.8134 7.0380 1.4757
H -2.0561 6.5540 -0.6132
H -1.9956 4.2935 -1.5869
H 0.1175 -0.0434 -2.8657
H 1.4475 0.1315 -4.9378
H 2.4964 2.2861 -5.5583
H 2.2580 4.2517 -4.0787
H 0.9182 4.0995 -2.0197
H -1.9263 1.8267 -3.5728
H -4.2882 1.5955 -4.2345
H -6.0357 1.2608 -2.5195
H -5.4185 1.1359 -0.1251
H -3.0531 1.3516 0.5531
C 5.9590 0.6979 -3.3244
C 5.5556 -0.4696 -2.5073
N 6.0665 -1.6643 -2.5719
N 5.4214 -2.3682 -1.6132
C 4.5013 -1.6609 -0.9842
S 3.4258 -2.2577 0.2547
N 4.5546 -0.4506 -1.5452
N 3.6988 0.5994 -1.2113
H 6.7306 0.3803 -4.0221
H 6.3622 1.4934 -2.6946
H 5.1149 1.0922 -3.8917
H 5.6847 -3.3300 -1.4443
H 3.6426 1.2346 -1.9990
H 4.0745 1.0790 -0.4012
C -4.4984 -2.8821 -3.5891
C -4.7950 -3.4286 -2.1954
C -5.4026 -2.3612 -1.2900
C -3.5526 -4.0684 -1.5627
N -2.5074 -3.0847 -1.2119
C -2.3494 -2.3592 -0.1104
N -1.2803 -1.6086 -0.2783
N -0.7936 -1.8928 -1.5112
N -1.5260 -2.7759 -2.0771
H -5.4160 -2.5149 -4.0507
H -4.0861 -3.6544 -4.2406
H -3.7887 -2.0498 -3.5497
H -5.5099 -4.2502 -2.2846
H -4.7512 -1.4853 -1.2181
H -5.5982 -2.7449 -0.2826
H -6.3550 -2.0223 -1.7006
H -3.0842 -4.7595 -2.2585
H -3.8125 -4.6059 -0.6538
H -2.9923 -2.3753 0.7575
F 6.8826 -1.1655 5.5885
C 6.0724 -1.1403 4.5565
C 4.9001 -1.8789 4.5825
F 4.5883 -2.6008 5.6417
C 4.0548 -1.8490 3.4925
F 2.9196 -2.5527 3.4942
C 4.3644 -1.0860 2.3843
O 3.4653 -0.9965 1.3267
C 5.5377 -0.3570 2.3659
F 5.8310 0.3772 1.2796
C 6.3916 -0.3686 3.4482
F 7.5002 0.3455 3.4288
C -2.1639 -3.6822 4.0290
C -1.2819 -2.4585 4.2521
S -2.0624 -0.9530 3.5935
O -0.9952 -0.2775 2.7072
C -2.1222 0.0721 5.0801
C -0.7531 0.4337 5.6386
H -1.6733 -4.5578 4.4529
H -2.3382 -3.8783 2.9687
H -3.1312 -3.5774 4.5225
H -0.3255 -2.5290 3.7329
H -1.0941 -2.3060 5.3135
H -2.7362 -0.5026 5.7796
H -2.6903 0.9541 4.7838
H -0.3042 -0.3861 6.1969
H -0.8624 1.2766 6.3190
H -0.0744 0.7322 4.8407
*
```

Kohn-Sham gap in eV: 7.67
LUMO level in eV: -8.1

---

Pick 1: it beats the second-best structure by 2.831 eV.

---

## 1
Formula: C4H5BaO2
Source: the Open Molecules 2025 dataset
Level of theory: ωB97M-V/def2-TZVPD

The geometry in ORCA input format:
```
! wB97M-V def2-TZVPD RIJCOSX def2/J DEFGRID3
* xyz 0 2
H 0.1853 1.8585 -1.3376
O 0.3706 1.3569 -2.1360
C 1.0019 0.1435 -1.7819
C 1.3326 -0.6386 -2.9861
C 1.3814 -0.8076 -4.2667
H 0.3564 -0.4709 -1.1292
H 1.9403 0.3245 -1.2276
H 1.0444 -0.5354 -5.2618
C 2.3829 -1.8114 -3.4544
O 3.6875 -1.5728 -3.2123
Ba 5.9152 -3.0725 -3.3551
H 1.9531 -2.8032 -3.2162
*
```

Kohn-Sham gap (spin up / spin down) in eV: 4.92 / 6.42
⟨S²⟩: 0.750
LUMO level (spin up / spin down) in eV: -0.3 / -0.3

---

## 2
Formula: C4H5BaO2
Source: the Open Molecules 2025 dataset
Level of theory: ωB97M-V/def2-TZVPD

The geometry in ORCA input format:
```
! wB97M-V def2-TZVPD RIJCOSX def2/J DEFGRID3
* xyz 0 2
O -0.8235 -1.1294 1.8650
C 1.1896 -1.7507 2.4559
C 0.4154 -1.0819 1.6623
H 1.7534 -1.5134 3.3521
H 0.6467 -0.0881 0.3523
H 0.9115 1.7581 -0.5475
H 0.0778 -0.4530 -2.4720
C 0.0501 0.5859 -2.1422
C 0.2897 0.8888 -0.7916
O -1.0584 1.1757 -0.9158
Ba -3.3147 0.2789 0.1004
H -0.1377 1.3289 -2.9190
*
```

Kohn-Sham gap (spin up / spin down) in eV: 4.80 / 6.04
⟨S²⟩: 0.754
LUMO level (spin up / spin down) in eV: -0.2 / -0.4

---

Pick 1: it beats the second-best structure by 4.884 eV.

---

## 1
Formula: C6H3NO
Source: the Open Molecules 2025 dataset
Level of theory: ωB97M-V/def2-TZVPD

The geometry in ORCA input format:
```
! wB97M-V def2-TZVPD RIJCOSX def2/J DEFGRID3
* xyz 0 1
C -1.1193 2.1257 0.1210
C -0.5422 1.0021 -0.2450
C 0.3570 -0.0736 -0.0865
C 1.8310 0.1411 -0.2876
O 2.5834 -0.8423 -0.0660
C -0.0174 -1.4303 0.3030
C -1.5598 -1.3430 -0.0185
N -2.7374 -1.3287 -0.3438
H -1.6779 2.9506 0.5565
H 2.2792 1.0926 -0.5201
H 0.6036 -2.2941 0.5871
*
```

Kohn-Sham gap in eV: 7.90
LUMO level in eV: -1.8

---

## 2
Formula: C6H3NO
Source: the Open Molecules 2025 dataset
Level of theory: ωB97M-V/def2-TZVPD

The geometry in ORCA input format:
```
! wB97M-V def2-TZVPD RIJCOSX def2/J DEFGRID3
* xyz 0 1
C -0.5569 2.4836 0.1514
C 0.0506 1.3944 0.0028
C 0.5311 0.1007 0.1004
C 1.9199 -0.2946 -0.1174
N 3.0370 -0.5511 -0.1590
C -0.2020 -1.0718 0.3137
C -1.6474 -1.2893 0.0270
O -2.4286 -0.4001 -0.2611
H -0.8586 3.4470 -0.2138
H 0.2909 -1.9426 0.6175
H -1.8342 -2.3840 -0.0694
*
```

Kohn-Sham gap in eV: 8.11
LUMO level in eV: -1.8

---

Pick 2: it beats the second-best structure by 1.359 eV.

---

## 1
Formula: C18H47NO4PrSi2
Source: the Open Molecules 2025 dataset
Level of theory: ωB97M-V/def2-TZVPD

The geometry in ORCA input format:
```
! wB97M-V def2-TZVPD RIJCOSX def2/J DEFGRID3
* xyz 1 3
O 1.7827 -0.5020 -0.3111
O 0.8293 -2.4583 -1.0021
C 2.6101 -0.1202 -1.4372
C 3.5710 1.0547 -1.1680
H 1.9911 0.1405 -2.2910
H 3.1688 -0.9749 -1.8160
H 3.0273 1.9465 -0.8619
H 4.1267 1.3085 -2.0706
H 4.3005 0.8195 -0.3939
C 2.5853 -1.1238 0.7285
C 3.6132 -2.2244 0.3615
H 1.8884 -1.5375 1.4523
H 3.1536 -0.3582 1.2468
H 3.1722 -3.0020 -0.2593
H 3.9924 -2.7073 1.2616
H 4.4726 -1.8207 -0.1721
C -0.0372 -3.1122 -0.0729
C 0.8355 -2.7982 -2.3862
C 0.6603 -4.2762 0.6355
H -0.9553 -3.4451 -0.5588
H -0.3306 -2.3974 0.6929
H 1.0081 -5.0351 -0.0605
H -0.0218 -4.7595 1.3336
H 1.5197 -3.9315 1.2065
C 1.4561 -4.1723 -2.6399
H 1.4076 -2.0518 -2.9329
H -0.1741 -2.7732 -2.7875
H 2.4282 -4.2609 -2.1568
H 1.5955 -4.3395 -3.7070
H 0.8121 -4.9679 -2.2701
H 1.0213 -1.4635 -0.7914
Pr -1.1294 1.9545 0.4630
C -1.0752 0.8591 -1.2647
Si -2.2804 0.6792 -2.7423
H -0.3483 1.6598 -1.3348
H -1.1886 0.1791 -0.4283
C -1.2452 0.4761 -4.2945
C -3.3932 2.1201 -3.1797
C -3.4196 -0.7930 -2.5415
C 0.6528 2.1735 1.5893
Si 0.5959 1.5127 3.3699
H 0.1787 3.1396 1.6854
H 1.6789 2.4427 1.3470
C 2.3147 1.0670 3.9649
C -0.4933 0.0051 3.4800
C -0.0241 2.8409 4.5272
H -2.9016 -1.6565 -2.1325
H -3.8546 -1.0847 -3.4958
H -4.2401 -0.5544 -1.8676
H -0.4432 1.2112 -4.3279
H -1.8542 0.6113 -5.1871
H -0.7951 -0.5092 -4.3689
H -2.9010 3.0836 -3.0984
H -4.2855 2.1255 -2.5595
H -3.7415 2.0272 -4.2071
H 0.0891 -0.9003 3.6450
H -1.0577 -0.1349 2.5618
H -1.2064 0.0905 4.2985
H -0.0425 2.4808 5.5552
H -1.0325 3.1510 4.2753
H 0.6177 3.7201 4.4982
H 2.3359 0.9866 5.0511
H 3.0412 1.8264 3.6781
H 2.6508 0.1097 3.5708
N -2.3812 3.1239 2.1522
C -3.4830 3.6622 1.3601
C -4.1408 2.5519 0.5952
O -5.4472 2.4306 0.5600
O -3.3748 1.6722 -0.0061
H -2.7642 2.4839 2.8861
H -1.8652 3.9360 2.5551
H -4.2111 4.2248 1.9843
H -3.0455 4.3580 0.6113
*
```

Kohn-Sham gap (spin up / spin down) in eV: 6.76 / 7.01
⟨S²⟩: 2.007
LUMO level (spin up / spin down) in eV: -3.0 / -3.0

---

## 2
Formula: C18H47NO4PrSi2
Source: the Open Molecules 2025 dataset
Level of theory: ωB97M-V/def2-TZVPD

The geometry in ORCA input format:
```
! wB97M-V def2-TZVPD RIJCOSX def2/J DEFGRID3
* xyz 1 3
O -0.5209 -1.1034 -1.3322
O 0.6882 0.5432 -2.8018
C 0.1186 -2.4067 -1.6129
C -0.6206 -3.5451 -0.9736
H 1.1381 -2.3111 -1.2325
H 0.1786 -2.4954 -2.7023
H -0.7924 -3.3916 0.0918
H -0.0068 -4.4420 -1.0761
H -1.5739 -3.7366 -1.4746
C -1.8306 -0.9758 -1.9732
C -1.8474 -1.3153 -3.4346
H -2.1393 0.0600 -1.7932
H -2.4963 -1.6362 -1.4109
H -1.2357 -0.6351 -4.0299
H -2.8719 -1.2134 -3.8050
H -1.5461 -2.3430 -3.6451
C 0.2159 1.9872 -2.5657
C 2.0859 0.3292 -3.3489
C -0.7316 2.3620 -3.6672
H 1.1368 2.5843 -2.5450
H -0.2544 1.9755 -1.5819
H -0.2422 2.3604 -4.6463
H -1.0878 3.3793 -3.4757
H -1.6109 1.7048 -3.6951
C 2.0721 0.6168 -4.8272
H 2.3196 -0.7098 -3.1262
H 2.7473 1.0066 -2.7948
H 1.3666 -0.0246 -5.3686
H 3.0684 0.3965 -5.2224
H 1.8525 1.6650 -5.0450
H 0.4020 -0.0975 -2.0238
Pr -0.1371 0.3392 1.6227
C 1.8339 -0.4546 0.2295
Si 3.4218 0.1448 0.9945
H 1.6496 -1.5219 0.4591
H 1.8518 -0.3495 -0.8615
C 4.8875 -0.6921 0.1624
C 3.6636 -0.1245 2.8424
C 3.5108 2.0026 0.7340
C -1.8622 -1.3540 1.8232
Si -3.3349 -0.2067 1.7443
H -1.7543 -1.8828 2.7895
H -1.8820 -2.1283 1.0432
C -4.5861 -0.8679 0.5084
C -2.8921 1.5684 1.2050
C -4.2432 -0.0596 3.3809
H 2.9996 2.2879 -0.1942
H 4.5640 2.3119 0.6625
H 3.0447 2.5325 1.5779
H 4.8391 -1.7855 0.2721
H 5.8306 -0.3505 0.6115
H 4.9126 -0.4547 -0.9098
H 3.1576 -1.0294 3.2082
H 3.3423 0.7394 3.4435
H 4.7453 -0.2586 3.0155
H -3.3887 1.6890 0.2298
H -1.8586 1.9779 1.0872
H -3.4098 2.2308 1.9163
H -5.2817 0.2459 3.1863
H -3.8030 0.6799 4.0622
H -4.2762 -1.0278 3.8964
H -5.5813 -0.4331 0.6768
H -4.6722 -1.9563 0.6213
H -4.2940 -0.6567 -0.5278
N -0.8904 0.4785 4.2169
C 0.2051 1.0022 5.0689
C 1.1354 1.8755 4.2413
O 2.0615 2.4118 4.8345
O 0.8757 1.9403 2.9476
H -1.6693 1.1433 4.2795
H -1.2809 -0.3618 4.6372
H -0.1858 1.6016 5.9022
H 0.7695 0.1647 5.4985
*
```

Kohn-Sham gap (spin up / spin down) in eV: 7.65 / 7.68
⟨S²⟩: 2.005
LUMO level (spin up / spin down) in eV: -2.8 / -2.8

---

Pick 2: it beats the second-best structure by 4.717 eV.